{"formula": "C11H16BeF6N3OPSSb", "method": "ωB97M-V/def2-TZVPD", "species": ["S", "F", "C", "F", "H", "F", "Be", "C", "H", "C", "H", "C", "H", "C", "H", "H", "H", "H", "F", "H", "N", "H", "H", "N", "H", "H", "C", "P", "C", "N", "O", "C", "H", "C", "F", "H", "C", "C", "F", "Sb", "H"], "xyz": [[-1.478, -2.537, -0.510], [-1.210, -0.713, -6.044], [2.207, 1.011, -0.010], [0.916, 0.040, -4.472], [1.849, 1.480, 0.910], [-0.410, -0.491, -2.258], [-0.710, -0.480, -0.649], [-1.405, 3.212, 0.167], [1.852, 1.600, -0.858], [-1.197, -2.894, 1.124], [-0.988, 2.362, 3.943], [-1.069, 1.551, 1.939], [-1.447, -4.894, 0.921], [-1.248, 3.900, 2.498], [-1.081, 0.041, 3.484], [2.079, -2.337, -1.836], [2.248, -0.698, -2.456], [3.382, -1.425, 1.203], [-2.503, -1.245, -3.699], [-1.259, 4.697, 3.231], [-1.225, -4.154, 1.562], [2.048, -2.603, 1.223], [3.298, 1.002, -0.010], [-0.984, -0.799, 1.580], [-1.135, -4.341, 2.547], [1.929, -1.128, 2.192], [-1.011, 0.224, 2.409], [1.539, -0.682, -0.156], [-1.094, 2.607, 2.890], [-0.913, -1.976, 2.110], [-1.153, 0.974, -0.378], [2.298, -1.541, 1.252], [-1.521, 3.433, -0.889], [-1.410, 4.194, 1.116], [-0.133, -2.330, -4.116], [-1.539, 5.226, 0.805], [2.440, -1.336, -1.594], [-1.209, 1.860, 0.536], [-1.434, 1.163, -4.082], [-0.831, -0.601, -4.233], [3.514, -1.371, -1.393]], "s_squared": 0.780, "multiplicity": 2, "e_tot_ev": -61559.0817, "charge": 0}

{"formula": "C2H7N", "method": "ωB97M-V/def2-TZVPD", "species": ["H", "H", "H", "N", "C", "H", "H", "C", "H", "H"], "xyz": [[-3.987, -2.240, -1.843], [3.851, 2.184, 3.250], [-4.695, -0.492, -1.951], [-4.367, -1.636, -3.682], [4.312, 1.312, 2.794], [3.795, 0.371, 2.956], [4.458, 1.471, 1.728], [-4.449, -1.442, -2.426], [5.280, 1.191, 3.285], [-4.198, -0.720, -4.111]], "e_tot_ev": -3676.0804, "charge": 0, "relative_energy_kj_mol": 135.27, "smiles": "C=N.C"}

{"formula": "C8H20ClMg2O4", "method": "ωB97M-V/def2-TZVPD", "species": ["H", "C", "O", "H", "H", "C", "H", "H", "Mg", "O", "C", "H", "O", "H", "O", "H", "C", "H", "H", "C", "H", "H", "H", "H", "H", "H", "H", "H", "Mg", "H", "H", "C", "Cl", "C", "C"], "xyz": [[1.523, -4.189, 1.777], [-2.021, 3.716, 2.238], [-0.920, 3.352, 1.415], [-0.135, 5.222, 0.932], [3.294, 2.200, -0.591], [-0.204, -2.101, -2.533], [2.566, 3.219, -1.825], [0.004, -5.581, 0.061], [-0.722, -1.709, 0.577], [-0.333, -2.627, -1.213], [0.141, -3.990, -1.198], [-0.816, -1.199, -2.520], [-0.276, -3.586, 0.992], [1.229, -4.013, -1.126], [1.427, 3.101, 0.026], [1.884, 1.686, -1.432], [0.486, -4.107, 2.102], [0.492, -3.336, 2.873], [0.750, 4.630, -1.213], [-0.595, 4.334, 0.497], [-0.135, 3.017, -1.143], [0.819, -1.725, -2.496], [0.060, -5.058, 2.421], [-0.552, -2.757, -3.331], [-1.556, -4.747, -0.247], [-1.380, 4.785, -0.109], [-2.873, 3.552, 1.577], [-1.962, 4.794, 2.392], [0.687, 2.225, 1.649], [-2.101, 3.214, 3.202], [-0.218, -4.623, -2.010], [-0.502, -4.617, 0.000], [-0.782, 0.538, -0.162], [2.344, 2.566, -0.981], [0.374, 3.812, -0.599]], "e_tot_ev": -40195.9311, "charge": 3, "relative_energy_kj_mol": 0.00}

{"formula": "C26H30Cl2N9O8S2Ta", "method": "ωB97M-V/def2-TZVPD", "species": ["H", "H", "Cl", "C", "H", "H", "C", "O", "C", "H", "N", "H", "C", "O", "S", "C", "H", "H", "C", "C", "H", "C", "C", "H", "C", "H", "H", "C", "O", "H", "H", "N", "C", "C", "N", "H", "N", "Cl", "O", "H", "N", "N", "H", "C", "C", "H", "C", "S", "H", "H", "C", "N", "H", "N", "O", "H", "C", "C", "H", "H", "C", "H", "O", "C", "C", "C", "H", "N", "Ta", "O", "H", "H", "H", "O", "C", "C", "C", "H"], "xyz": [[4.176, -1.579, -6.027], [-1.312, 7.626, -1.126], [-1.007, 0.715, -2.695], [-1.203, -4.294, -1.451], [3.287, -0.096, 0.833], [5.346, -1.271, 1.542], [4.429, -1.819, 1.388], [1.111, 2.698, -0.451], [4.395, -3.204, 1.594], [-0.199, 5.785, 0.058], [2.472, -2.407, -1.827], [-1.465, 0.700, 3.805], [3.161, -3.838, 1.393], [0.023, 2.865, 1.740], [0.382, 2.066, 0.609], [-3.401, 0.206, 0.464], [5.619, -1.210, -5.111], [0.307, -2.600, 3.999], [-0.383, -2.126, -0.977], [-2.083, 1.544, 3.523], [-4.870, 1.774, -0.119], [4.856, -1.965, -5.272], [-1.918, 6.898, -0.607], [1.115, -3.561, 0.849], [-3.288, 7.014, -0.632], [4.309, -4.332, -3.861], [-0.034, -1.019, 4.761], [-4.017, 6.041, 0.055], [-0.018, -0.997, 2.721], [-3.793, 7.806, -1.163], [3.069, -4.903, 1.545], [2.123, -1.779, 0.779], [3.043, -3.482, -2.340], [-0.457, -1.572, 1.605], [-4.371, 4.279, 1.303], [-2.223, -1.176, -3.444], [-5.546, 4.836, 0.950], [0.018, -1.804, -3.672], [-0.129, -3.402, -1.103], [-1.418, 2.391, 3.350], [-5.358, 5.855, 0.228], [-3.745, 1.982, 1.688], [-1.352, -1.957, 3.983], [4.083, -2.179, -4.014], [-1.275, 5.856, 0.076], [-1.450, 4.115, 1.308], [-4.135, 1.346, 0.533], [2.025, 0.186, -1.762], [-3.410, -0.570, -0.273], [-2.773, 1.782, 4.334], [-4.344, 3.177, 2.220], [3.545, -1.097, -3.473], [-1.407, -0.325, -4.824], [-2.566, 0.126, 1.543], [-1.049, -2.627, 1.605], [-3.791, 3.465, 3.122], [-1.969, 4.897, 0.779], [3.872, -3.438, -3.449], [5.403, -4.860, 2.254], [-1.963, -4.269, -0.670], [-0.295, -1.690, 3.947], [-5.398, 2.992, 2.475], [-1.529, -1.669, -1.119], [2.074, -3.094, 0.997], [-1.329, -0.667, -3.796], [3.285, -1.167, 0.982], [-0.748, -5.276, -1.530], [5.497, -3.904, 1.960], [0.202, -0.294, -0.099], [1.178, 0.856, 1.054], [6.333, -3.414, 2.225], [5.311, -2.880, -5.632], [2.793, -4.413, -1.844], [-0.814, 1.391, -0.010], [-2.786, 1.200, 2.261], [2.762, -1.246, -2.414], [-3.351, 5.006, 0.757], [-1.632, -4.000, -2.408]], "e_tot_ev": -105507.1157, "charge": 0}

{"formula": "C36H35BrN10O6PRuS3", "method": "ωB97M-V/def2-TZVPD", "species": ["C", "H", "H", "O", "C", "C", "N", "H", "C", "H", "C", "Ru", "N", "C", "O", "H", "H", "C", "C", "C", "O", "H", "H", "P", "N", "C", "N", "H", "O", "C", "C", "C", "H", "N", "C", "Br", "O", "N", "H", "H", "H", "H", "C", "O", "S", "C", "C", "C", "H", "N", "C", "S", "C", "C", "H", "H", "S", "C", "N", "H", "H", "C", "H", "C", "H", "H", "H", "C", "H", "H", "H", "H", "H", "N", "N", "H", "C", "C", "H", "C", "C", "C", "H", "C", "H", "C", "H", "C", "C", "H", "C", "H", "C"], "xyz": [[1.027, -0.216, -5.775], [-1.741, -1.014, 1.065], [0.011, 5.393, 2.381], [-3.190, -3.083, -2.225], [4.251, -2.021, 0.952], [1.109, 4.973, 0.565], [-3.084, 1.329, -3.569], [-1.051, 3.589, 2.835], [-0.069, 0.377, -6.331], [1.578, 6.242, 2.225], [-1.712, -7.235, -3.480], [-0.090, -0.827, -1.641], [-3.429, -0.922, -0.267], [-0.038, -6.487, -1.963], [-1.708, -2.582, -4.173], [-5.581, 2.882, -2.250], [1.353, -2.001, 4.034], [2.971, 2.018, 6.270], [-3.209, -0.025, -1.262], [-0.690, -1.198, 1.427], [0.040, 4.033, 0.285], [-2.464, 3.093, 3.694], [-2.223, -8.026, -4.047], [0.038, 2.467, 0.410], [0.172, -1.231, 0.417], [-2.182, 0.472, -3.250], [3.466, -1.606, 4.417], [-4.703, 2.964, -3.788], [-1.476, 2.081, 0.632], [-1.806, 2.828, 2.863], [-0.365, -1.466, 2.730], [1.472, -1.448, 0.717], [2.560, -1.267, 6.809], [4.053, -1.891, 3.314], [-0.668, -7.544, -2.683], [2.559, 3.715, 7.149], [1.826, -1.201, -1.599], [-4.855, 2.572, -2.892], [-2.147, 4.575, 0.804], [3.790, 0.771, 3.282], [-3.730, 4.354, 1.514], [3.019, 3.912, 0.697], [3.420, -1.869, 2.115], [0.918, -3.849, -0.581], [1.303, 1.731, 1.760], [-1.542, -4.948, -2.908], [-0.424, -5.184, -2.092], [0.052, -3.909, -1.418], [2.385, 0.869, 7.996], [-4.121, 0.949, -1.450], [1.021, -1.732, 3.034], [-1.912, -3.251, -2.919], [1.972, -1.692, 2.006], [2.777, -0.340, 6.283], [5.308, -2.118, 1.098], [-3.255, 1.862, 1.542], [0.653, 1.553, -1.241], [3.593, 0.861, 4.318], [-0.624, -2.783, -1.908], [-3.179, -1.835, -0.638], [-1.303, 1.938, 3.181], [1.057, 5.279, 2.028], [-2.037, 1.073, -5.916], [3.293, -0.346, 4.974], [-0.110, 0.659, -7.375], [-0.391, -8.573, -2.510], [0.808, -6.736, -1.343], [-3.956, 1.627, -2.600], [4.282, -1.829, -1.166], [3.083, 5.519, -0.099], [-4.294, -0.915, 0.304], [-3.513, 3.652, -0.040], [-1.065, -1.502, 3.572], [-2.106, -0.191, -2.037], [0.003, -0.409, -3.686], [0.810, 5.839, 0.009], [-2.986, 3.850, 0.900], [1.038, -0.667, -4.476], [-2.972, -5.669, -4.344], [2.477, 4.603, 0.020], [2.357, -1.499, -0.353], [-1.174, 0.607, -5.521], [1.580, 4.497, 2.550], [3.700, -1.770, -0.269], [3.513, 2.999, 4.453], [-2.168, -5.929, -3.672], [1.863, -1.199, -3.941], [-2.467, 2.621, 1.576], [-1.057, 0.242, -4.191], [1.952, -0.354, -6.319], [3.415, 2.043, 4.948], [2.279, 4.037, -0.911], [2.660, 0.836, 6.965]], "s_squared": 6.130, "multiplicity": 5, "e_tot_ev": -179502.0009, "charge": 1}

{"formula": "C7H4N2O4Ti", "method": "ωB97M-V/def2-TZVPD", "species": ["H", "O", "C", "C", "O", "H", "C", "N", "O", "H", "Ti", "C", "C", "O", "H", "N", "C", "C"], "xyz": [[1.829, 0.495, 2.435], [-1.790, -1.292, 2.449], [1.235, 3.587, 1.531], [1.691, -1.161, 0.491], [-2.365, 2.012, -0.970], [0.243, 3.214, -0.280], [-1.524, 1.296, -0.601], [0.876, 1.517, 0.823], [2.636, -1.791, 0.726], [1.184, 4.662, 1.555], [-0.111, -0.115, 0.039], [-1.194, -0.903, 1.520], [1.568, 1.440, 1.997], [-0.168, -1.602, -2.822], [2.262, 2.978, 3.405], [0.706, 2.846, 0.551], [1.770, 2.730, 2.481], [-0.117, -1.034, -1.807]], "s_squared": 2.009, "multiplicity": 3, "e_tot_ev": -41590.1541, "charge": 2, "relative_energy_kj_mol": 0.00}

{"formula": "C3H6O2", "method": "ωB97M-V/def2-TZVPD", "species": ["H", "C", "H", "O", "H", "C", "H", "H", "H", "O", "C"], "xyz": [[0.293, 0.752, -1.665], [-0.057, -0.496, 0.186], [2.032, -0.345, 0.412], [1.220, 0.651, -1.302], [-1.824, 0.779, 0.899], [-1.464, -0.191, 0.541], [-2.106, -1.054, 0.698], [0.248, -1.514, -0.083], [1.474, 1.151, 0.942], [-1.027, -0.091, -0.784], [1.211, 0.357, 0.155]], "e_tot_ev": -7300.4885, "charge": 0, "relative_energy_kj_mol": 307.75, "smiles": "OC[C@H]1CO1"}

{"formula": "C37H41ClN6O8SV", "method": "ωB97M-V/def2-TZVPD", "species": ["N", "N", "N", "O", "H", "O", "O", "C", "N", "H", "H", "H", "H", "N", "V", "H", "C", "C", "C", "C", "H", "H", "C", "H", "H", "H", "C", "H", "C", "H", "C", "H", "C", "H", "H", "H", "C", "C", "C", "C", "C", "H", "C", "O", "H", "C", "O", "C", "H", "H", "H", "C", "H", "H", "O", "H", "C", "H", "H", "H", "C", "H", "C", "H", "C", "H", "C", "H", "H", "C", "C", "C", "C", "C", "H", "C", "H", "H", "H", "H", "C", "S", "C", "N", "O", "H", "C", "H", "C", "Cl", "C", "C", "C", "H", "O"], "xyz": [[-0.687, 2.609, 0.101], [2.931, 1.380, -2.864], [2.968, 0.056, -3.188], [-0.588, -0.458, 1.784], [-1.738, -3.361, 2.362], [6.238, -4.764, 1.189], [0.341, 1.884, 0.422], [6.850, 1.602, -4.257], [5.036, -4.913, 1.119], [-3.847, -6.308, -0.625], [7.159, 1.438, 1.109], [-1.755, 3.748, -2.345], [0.351, -3.832, -0.105], [1.227, 0.506, -1.847], [0.303, 0.019, -0.009], [3.593, 3.236, -3.619], [-2.391, -1.045, 3.583], [-2.770, -1.942, 1.096], [-5.112, 3.692, -1.863], [-3.887, 4.066, -2.401], [4.534, -0.314, 0.512], [7.570, 4.017, -1.904], [4.216, -3.701, 0.829], [6.107, 1.397, -5.031], [6.735, 3.370, -0.203], [4.271, 1.772, -4.331], [-2.722, 3.475, -1.939], [5.910, -2.410, 0.854], [6.461, 2.759, -3.315], [-4.235, -5.296, -2.028], [2.880, -3.859, 0.616], [-2.625, -5.313, 1.185], [4.045, 2.560, 1.690], [5.001, 4.394, -1.827], [7.867, 2.274, -1.697], [6.555, -0.031, 3.017], [-5.181, 2.733, -0.858], [2.120, -2.706, 0.404], [5.669, 3.444, -0.022], [-2.898, -4.320, 0.848], [4.833, -2.457, 0.761], [7.109, 4.286, -4.688], [7.678, 3.065, -2.431], [1.856, -0.378, 0.479], [5.499, 4.438, 0.399], [5.222, 2.375, -2.443], [4.430, -5.955, 1.283], [5.845, 0.696, 2.634], [5.994, 0.576, -2.338], [-4.784, -2.762, -1.492], [3.336, 3.316, 1.355], [-2.821, 2.523, -0.942], [1.680, -1.480, -2.601], [8.566, 3.148, -3.063], [-1.336, 0.593, -0.600], [5.838, 4.851, -3.617], [1.953, -0.437, -2.543], [-3.836, 4.815, -3.182], [-3.448, -1.283, 3.709], [-5.402, -5.481, -0.726], [6.181, 3.988, -4.193], [1.650, 2.619, -1.713], [4.892, 3.416, -1.355], [-6.020, 4.153, -2.227], [-4.334, -5.387, -0.944], [-6.137, 2.458, -0.430], [-2.406, -3.216, 1.520], [-1.761, -1.914, 3.769], [-3.908, -0.782, -0.324], [-3.764, -4.179, -0.242], [4.604, 0.814, 3.222], [6.174, 1.524, 1.563], [-4.112, -2.892, -0.649], [3.701, 1.745, 2.765], [3.834, 3.322, -1.086], [-4.025, 2.139, -0.385], [2.739, 1.843, 3.254], [5.452, 3.785, -4.985], [7.774, 1.874, -4.773], [7.069, 0.658, -3.740], [5.281, 2.463, 1.072], [-2.162, -0.503, 1.915], [3.998, 2.253, -3.401], [-1.584, 1.919, -0.444], [0.030, -1.879, -0.421], [-4.062, 1.411, 0.415], [4.082, -1.300, 0.581], [2.447, -4.853, 0.581], [1.899, 1.641, -2.083], [4.165, -0.231, 4.542], [-3.623, -1.773, 0.010], [0.765, -2.828, -0.035], [2.730, -1.444, 0.505], [-2.100, -0.220, 4.234], [5.412, 1.117, -1.798]], "s_squared": 0.761, "multiplicity": 2, "e_tot_ev": -113382.6532, "charge": 2, "relative_energy_kj_mol": 78.87}

What did the sixth record say?
{"formula": "C7H4N2O4Ti", "method": "ωB97M-V/def2-TZVPD", "species": ["H", "O", "C", "C", "O", "H", "C", "N", "O", "H", "Ti", "C", "C", "O", "H", "N", "C", "C"], "xyz": [[1.829, 0.495, 2.435], [-1.790, -1.292, 2.449], [1.235, 3.587, 1.531], [1.691, -1.161, 0.491], [-2.365, 2.012, -0.970], [0.243, 3.214, -0.280], [-1.524, 1.296, -0.601], [0.876, 1.517, 0.823], [2.636, -1.791, 0.726], [1.184, 4.662, 1.555], [-0.111, -0.115, 0.039], [-1.194, -0.903, 1.520], [1.568, 1.440, 1.997], [-0.168, -1.602, -2.822], [2.262, 2.978, 3.405], [0.706, 2.846, 0.551], [1.770, 2.730, 2.481], [-0.117, -1.034, -1.807]], "s_squared": 2.009, "multiplicity": 3, "e_tot_ev": -41590.1541, "charge": 2, "relative_energy_kj_mol": 0.00}